(1)
ORCA calculation (ωB97M-V/def2-TZVPD) on C43H36BrCrF4I2N4O2PS as an isolated structure.

XYZ file:
```
95
Properties=species:S:1:pos:R:3:forces:R:3:lowdin_charge:R:1
Cr 0.0264 -0.2268 1.1755 -0.2 0.6 -0.1 0.527
I 1.4314 -4.4723 7.5787 0.0 -0.1 0.2 0.903
C 1.2589 -3.5844 5.7140 0.0 0.1 -0.2 -0.752
C 2.3115 -3.6411 4.8162 0.0 0.0 -0.1 -0.228
C 2.2099 -3.0137 3.5800 -0.2 0.0 0.3 -0.616
I 3.7305 -3.3293 2.2125 0.1 -0.1 0.0 1.115
C 1.0693 -2.2736 3.2394 -0.2 0.1 -0.1 -0.387
O 0.9950 -1.6026 2.0933 0.2 0.2 -0.5 -0.307
C -0.0242 -2.3104 4.1236 0.2 0.0 0.1 -0.166
C -1.3431 -1.7193 3.7219 -0.1 -0.1 0.0 -0.163
N -1.2273 -0.3594 3.1596 0.1 0.0 -0.1 -0.082
C -0.6698 0.5264 4.1952 0.1 0.1 0.1 -0.129
C -0.6521 1.9392 3.7132 -0.1 0.0 0.1 -0.270
C -1.3580 2.9454 4.3536 0.1 0.0 0.0 -0.002
C -1.2857 4.2344 3.8489 0.0 0.0 0.0 -0.040
C -0.5060 4.4570 2.7280 0.0 0.0 0.0 -0.039
C 0.1448 3.3813 2.1448 0.0 0.0 -0.1 -0.137
N 0.0702 2.1372 2.6111 -0.1 0.0 0.0 0.084
C 0.0839 -2.9425 5.3528 0.1 -0.1 -0.1 -0.107
H 3.2144 -4.1802 5.0646 0.0 0.0 0.0 0.079
H -1.9971 -1.6982 4.6008 0.0 0.0 0.0 0.130
H -1.8208 -2.3514 2.9770 0.0 0.0 0.1 0.059
H -2.1670 -0.0392 2.9321 0.1 0.1 -0.1 0.119
H 0.3539 0.1924 4.3840 -0.1 0.0 0.0 0.141
H -1.2245 0.4433 5.1363 0.0 0.0 -0.1 0.137
H -1.9353 2.7201 5.2394 0.0 0.0 0.0 0.118
H -1.8231 5.0442 4.3223 0.0 0.0 0.0 0.116
H -0.4015 5.4430 2.2995 0.0 0.0 0.0 0.111
H 0.7528 3.5239 1.2611 0.0 0.0 0.0 0.072
H -0.7655 -2.9445 6.0233 0.0 0.0 0.0 0.103
F -0.5384 -7.2016 0.5716 0.0 0.0 0.0 0.164
C -0.2134 -5.9661 0.2401 0.0 0.1 0.0 -0.124
C 1.0045 -5.6928 -0.3441 -0.1 0.2 0.0 -0.130
F 1.8639 -6.6695 -0.5788 0.0 0.0 0.0 0.156
C 1.3339 -4.3829 -0.6864 0.0 -0.1 0.1 -0.211
F 2.5303 -4.2316 -1.2440 0.0 0.0 0.0 0.100
C 0.4814 -3.3119 -0.4561 -0.1 0.0 0.0 -0.258
P 0.9015 -1.5411 -0.7654 -0.2 -0.4 0.2 1.061
C 2.7015 -1.4046 -0.9321 0.1 0.1 -0.1 -0.390
C 3.4376 -0.8045 0.0842 0.0 0.1 0.0 -0.233
C 4.8036 -0.6109 -0.0536 0.0 0.0 -0.1 -0.095
C 5.4443 -1.0198 -1.2117 0.0 0.0 0.0 -0.058
C 4.7209 -1.6278 -2.2303 0.0 0.0 0.0 -0.056
C 3.3581 -1.8160 -2.0931 0.0 0.1 0.0 -0.104
C 0.2252 -1.1917 -2.4180 0.1 0.1 0.0 -0.325
C 0.9054 -0.3232 -3.2718 -0.1 0.1 0.0 -0.109
C 0.3743 0.0080 -4.5082 0.0 0.0 0.0 -0.064
C -0.8487 -0.5108 -4.9021 0.0 0.0 0.0 -0.061
C -1.5324 -1.3761 -4.0611 0.0 0.0 0.0 -0.058
C -0.9980 -1.7188 -2.8300 0.0 -0.1 0.0 -0.086
C -0.7545 -3.6308 0.1256 0.0 -0.1 0.0 -0.529
Br -2.0740 -2.3173 0.4352 -0.1 0.0 -0.2 1.029
C -1.1007 -4.9199 0.4685 0.2 -0.2 0.0 -0.250
F -2.2760 -5.2001 1.0212 0.0 0.0 0.0 0.098
H 2.9562 -0.5073 1.0083 0.0 0.0 -0.1 0.064
H 5.3622 -0.1526 0.7504 0.0 0.0 0.0 0.113
H 6.5099 -0.8710 -1.3218 0.0 0.0 0.0 0.112
H 5.2189 -1.9564 -3.1317 0.0 0.0 0.0 0.112
H 2.8060 -2.2830 -2.8970 0.0 0.0 0.0 0.116
H 1.8512 0.1031 -2.9680 0.0 0.0 0.0 0.094
H 0.9237 0.6693 -5.1654 0.0 0.0 0.0 0.110
H -1.2654 -0.2502 -5.8658 0.0 0.0 0.0 0.111
H -2.4820 -1.7948 -4.3637 0.0 0.0 0.0 0.113
H -1.5383 -2.4173 -2.2088 0.0 0.0 0.0 0.062
C -0.5748 4.8164 -2.8924 0.0 0.0 0.0 -0.055
C -0.1020 3.4564 -3.3711 0.0 -0.1 0.0 -0.209
N 0.7128 2.7705 -2.3577 0.2 0.1 0.0 -0.099
C 2.1515 3.0853 -2.2774 0.0 -0.1 0.1 -0.238
C 2.7529 3.6640 -3.5430 0.0 0.0 0.0 -0.073
C 0.1167 2.0562 -1.3988 -0.5 0.1 -0.4 -0.611
S 1.1630 1.3801 -0.1992 0.4 -0.1 0.2 0.861
N -1.2275 1.9783 -1.5059 0.2 -0.3 0.4 0.144
C -1.9475 1.3575 -0.5895 0.2 0.0 -0.1 -0.398
O -1.5064 0.7327 0.4242 -0.2 -0.4 0.4 -0.226
C -3.4271 1.4080 -0.7382 0.2 0.0 0.0 -0.136
C -3.9937 1.8538 -1.9277 -0.1 0.0 -0.1 -0.015
C -5.3712 1.8986 -2.0630 0.0 0.0 0.0 -0.062
C -6.1861 1.5090 -1.0100 0.0 0.0 0.0 -0.066
C -5.6256 1.0661 0.1813 0.0 0.0 0.0 -0.064
C -4.2483 1.0111 0.3133 0.0 0.0 0.0 -0.026
H -1.1558 5.3056 -3.6732 0.0 0.0 0.0 0.083
H 0.2635 5.4680 -2.6427 0.0 0.0 0.0 0.075
H -1.2051 4.7105 -2.0103 0.0 0.0 0.0 0.074
H 0.5075 3.5445 -4.2665 0.0 0.0 0.0 0.102
H -0.9416 2.8110 -3.6113 0.0 0.0 0.0 0.103
H 2.6760 2.1618 -2.0243 0.0 0.0 0.0 0.077
H 2.3083 3.7682 -1.4366 0.0 0.0 0.0 0.122
H 2.6304 2.9950 -4.3946 0.0 0.0 0.0 0.079
H 3.8217 3.7915 -3.3762 0.0 0.0 0.0 0.088
H 2.3451 4.6389 -3.8033 0.0 0.0 0.0 0.076
H -3.3474 2.1560 -2.7395 0.0 0.0 0.0 0.107
H -5.8122 2.2385 -2.9894 0.0 0.0 0.0 0.109
H -7.2615 1.5498 -1.1163 0.0 0.0 0.0 0.110
H -6.2618 0.7662 1.0019 0.0 0.0 0.0 0.108
H -3.7982 0.6733 1.2380 0.0 0.0 0.0 0.100
```
Positions in Å, forces in eV/Å.

**Calculated total energy**: -7382.463366 Eh
**Total charge**: +1
**HOMO energy (spin up / spin down)**: -10.0 / -10.1 eV
**F_max**: 0.012 hartree/bohr
**2S+1**: 4
**ΔE to the lowest compared entry with this formula, charge and spin**: 1.8017 eV

(2)
ORCA calculation (ωB97M-V/def2-TZVPD) on an isolated ion of composition C5H9BrN and charge +1 at a distorted geometry.

XYZ file:
```
16
Properties=species:S:1:pos:R:3:forces:R:3:lowdin_charge:R:1
C -1.6129 -0.5475 -0.4576 -0.8 -0.7 1.7 -0.072
C 0.0862 0.8891 1.0718 0.3 -4.2 -1.0 -0.004
C 1.5180 -0.0406 -0.9149 -4.4 -1.9 -1.3 0.063
C -0.7923 -0.4137 0.8758 -0.1 1.9 -1.3 -0.204
C -0.4380 -1.3494 -0.1620 2.9 1.2 -1.4 -0.719
N 0.9225 1.0721 -0.2353 -2.7 0.1 0.7 -0.009
Br -0.0558 -3.1359 -0.1927 -0.2 -0.3 0.1 0.868
H -2.6425 -0.9107 -0.3844 0.5 -0.5 0.1 0.131
H -1.6145 0.2450 -1.1413 0.5 1.1 -1.1 0.089
H -0.2995 1.8161 1.3385 -1.3 1.5 0.1 0.119
H 0.7492 0.6078 1.7975 1.9 -0.5 2.1 0.099
H 2.4754 -0.3410 -0.6566 1.5 -0.4 1.1 0.064
H 1.2939 -0.1671 -1.9952 0.1 0.7 1.0 0.104
H -1.1882 -0.9375 1.7108 -0.3 0.3 1.1 0.141
H 0.0391 1.4111 -0.6483 1.4 0.4 -1.6 0.166
H 1.5594 1.8022 -0.0060 0.6 1.2 -0.2 0.165
```
Positions in Å, forces in eV/Å.

**Calculated total energy**: -2824.244595 Eh
**Total charge**: +1
**HOMO energy (spin up / spin down)**: -12.7 / -13.0 eV
**F_max**: 0.096 hartree/bohr
**ΔE to the lowest compared entry with this formula, charge and spin**: 3.7051 eV

> Which of these has the highest calculated total energy?

C5H9BrN

Copy entry 2 word for word.
ORCA calculation (ωB97M-V/def2-TZVPD) on an isolated ion of composition C5H9BrN and charge +1 at a distorted geometry.

XYZ file:
```
16
Properties=species:S:1:pos:R:3:forces:R:3:lowdin_charge:R:1
C -1.6129 -0.5475 -0.4576 -0.8 -0.7 1.7 -0.072
C 0.0862 0.8891 1.0718 0.3 -4.2 -1.0 -0.004
C 1.5180 -0.0406 -0.9149 -4.4 -1.9 -1.3 0.063
C -0.7923 -0.4137 0.8758 -0.1 1.9 -1.3 -0.204
C -0.4380 -1.3494 -0.1620 2.9 1.2 -1.4 -0.719
N 0.9225 1.0721 -0.2353 -2.7 0.1 0.7 -0.009
Br -0.0558 -3.1359 -0.1927 -0.2 -0.3 0.1 0.868
H -2.6425 -0.9107 -0.3844 0.5 -0.5 0.1 0.131
H -1.6145 0.2450 -1.1413 0.5 1.1 -1.1 0.089
H -0.2995 1.8161 1.3385 -1.3 1.5 0.1 0.119
H 0.7492 0.6078 1.7975 1.9 -0.5 2.1 0.099
H 2.4754 -0.3410 -0.6566 1.5 -0.4 1.1 0.064
H 1.2939 -0.1671 -1.9952 0.1 0.7 1.0 0.104
H -1.1882 -0.9375 1.7108 -0.3 0.3 1.1 0.141
H 0.0391 1.4111 -0.6483 1.4 0.4 -1.6 0.166
H 1.5594 1.8022 -0.0060 0.6 1.2 -0.2 0.165
```
Positions in Å, forces in eV/Å.

**Calculated total energy**: -2824.244595 Eh
**Total charge**: +1
**HOMO energy (spin up / spin down)**: -12.7 / -13.0 eV
**F_max**: 0.096 hartree/bohr
**ΔE to the lowest compared entry with this formula, charge and spin**: 3.7051 eV

> The lowest ΔE to the lowest compared entry with this formula, charge and spin belongs to which entry?

C43H36BrCrF4I2N4O2PS